A cluster of 2 separate species, C2H4N3 in total, computed with ωB97M-V with the def2-TZVPD basis set.

HOMO: -0.5640 Ha
Molecular weight: 70.1 u
Energy relative to the best compared isomer or geometry (same formula, charge and spin): 84.4 kcal per mole
Net charge: +1
Lowest unoccupied orbital energy: -0.17276 Eh

```
9
C2H4N3, DFT ωB97M-V with the def2-TZVPD basis set
C -0.04 -0.94 1.66
C 0.12 1.23 -1.79
N 0.00 0.15 -0.84
N -0.20 -0.16 -2.00
N -0.12 -1.44 2.68
H -0.68 1.95 -1.84
H 1.11 1.56 -2.05
H 0.00 -0.46 0.59
H -0.18 -1.89 3.58
```